(1)
The following is a quantum chemistry calculation of a cluster of 2 separate species, C4H12O2 in total at a distorted geometry, from the OMol25 dataset.

XYZ file:
```
18
Properties=species:S:1:pos:R:3:forces:R:3
C 0.2503 1.1936 -0.6810 -0.9410 -0.5162 0.2619
C -1.2697 0.8618 -0.8317 1.9791 -0.8057 -1.0685
C -1.5375 -0.5915 -0.4626 -0.7249 0.6093 0.2084
C -2.9597 -1.0304 -0.7574 -0.0761 -1.2480 1.2555
O -1.2734 -0.6927 0.9358 -0.4317 -0.4330 0.5905
H 0.5235 2.0044 -1.3350 0.0608 0.7393 0.2601
H 0.9422 0.3987 -0.9556 -0.3104 -0.4304 0.0010
H 0.3554 1.3754 0.3805 0.7130 0.4685 0.0765
H -1.7938 1.5243 -0.1622 -0.5806 0.1625 -0.0573
H -1.5005 1.0250 -1.8870 -0.5398 0.0606 0.1323
H -0.8573 -1.2739 -0.9629 0.2872 0.0551 -0.3720
H -3.0755 -2.0590 -0.3604 0.1662 0.1144 -0.4213
H -3.6804 -0.4996 -0.1433 -0.1304 0.6772 -0.2290
H -3.2514 -1.0645 -1.7931 0.0217 0.2800 -0.3885
H -1.9863 -1.2059 1.3551 0.5137 0.2651 -0.2491
O 5.7901 0.3146 1.4270 0.5841 0.8244 -0.3430
H 4.8410 0.2799 1.3137 -0.0860 -0.5203 0.2568
H 6.1465 -0.4557 1.8663 -0.5047 -0.3029 0.0856
```
Positions in Å, forces in eV/Å.

The charge is 0.

(2)
The following is a quantum chemistry calculation of a cluster of 2 separate species, C9H14 in total at a distorted geometry, from the OMol25 dataset.

XYZ file:
```
23
Properties=species:S:1:pos:R:3:forces:R:3
C -2.5477 -1.7919 0.5112 -0.1490 1.0638 -0.1129
C -1.8239 -0.4733 0.7615 0.2902 -1.6004 -0.7456
C -1.4939 -0.1716 2.0710 -1.2591 0.9450 0.1960
C -1.0273 1.0975 2.3810 1.1813 -0.4056 -0.0500
C -0.5761 1.8821 1.3388 0.2250 0.4433 -0.7788
C -0.5563 1.3918 0.0345 -1.2034 -0.1975 -1.0047
C -1.3002 0.2541 -0.3194 0.8295 0.2265 1.9895
H -3.0642 -2.0909 1.4153 0.1692 -0.3896 0.1918
H -1.8288 -2.5300 0.1670 -0.1984 -0.3048 -0.0011
H -3.3409 -1.6405 -0.2232 0.1951 -0.1633 -0.2468
H -1.8432 -0.8310 2.8529 0.1372 -0.1055 0.1033
H -0.7821 1.3793 3.3972 -0.4758 0.1281 0.0804
H -0.2615 2.9106 1.4573 0.3775 -0.1248 0.4207
H -0.0882 1.9497 -0.7682 0.0333 0.2210 0.1542
H -1.3453 -0.1648 -1.3125 -0.1359 0.2611 -0.2067
C 2.2185 -0.3302 -2.2472 1.0171 2.2813 -0.6757
C 3.2677 -0.0526 -1.1289 -1.6750 -0.5544 -0.6399
H 2.5203 -1.1284 -2.9157 -0.4717 -0.4758 0.2664
H 1.1653 -0.2452 -2.0085 -0.0948 -0.8180 0.5108
H 2.3228 0.5736 -2.8672 -0.0238 -0.2662 -0.4193
H 4.1525 -0.5964 -1.4321 0.5265 0.4512 0.4061
H 3.3494 1.0163 -0.9644 0.6392 0.0931 -0.2909
H 2.8831 -0.4082 -0.2007 0.0656 -0.7084 0.8529
```
Positions in Å, forces in eV/Å.

The charge is 0.

Result set for relative energy (zero: lowest compared OMol25 entry of this formula, charge and spin): 35.0; 90.8 kJ/mol, one per record in the order listed.
Result set for HOMO energy: -0.3784; -0.3304 Ha, one per record in the order listed.
Result set for E_tot: -8437.1516; -9559.2404 eV, one per record in the order listed.